<i>
Below is 2 unconnected molecules or ions with the total composition C5H11OPS, with properties calculated with wB97M-V/def2-TZVPD.

**LUMO energy**: -0.68 eV
**Frontier orbital gap**: 0.28195 hartree

Last columns: bonded neighbours and bond lengths (Å).
Element x y z (Å)
1 C 1.881 -2.471 -0.818  C2 1.312, H9 1.064, H10 1.134
2 C 2.106 -1.677 0.201  C1 1.312, C4 1.521, H11 1.083
3 C -1.967 2.265 -0.364  C5 1.545, H12 1.081, H13 1.049, H14 1.055
4 C 1.143 -1.040 1.191  C2 1.521, H15 1.054, H16 0.994
5 C -1.183 1.385 0.634  C3 1.545, P7 1.920, H17 1.023, H18 1.022
6 O -0.331 -0.282 -1.223  P7 1.620, H19 0.973
7 P 0.402 0.825 -0.294  C5 1.920, O6 1.620, S8 1.956
8 S 1.261 2.082 -1.523  P7 1.956
9 H 2.708 -2.789 -1.408  C1 1.064
10 H 0.803 -2.823 -0.836  C1 1.134
11 H 3.110 -1.307 0.369  C2 1.083
12 H -1.285 2.977 -0.808  C3 1.081
13 H -2.387 1.644 -1.099  C3 1.049
14 H -2.613 2.860 0.221  C3 1.055
15 H 1.825 -0.557 1.833  C4 1.054
16 H 0.257 -1.467 1.338  C4 0.994
17 H -1.653 0.494 0.810  C5 1.023
18 H -0.939 2.011 1.405  C5 1.022
19 H 0.428 -0.879 -1.342  O6 0.973

<ii>
Below is C5H11OPS in the gas phase, with properties calculated with wB97M-V/def2-TZVPD.

**LUMO energy**: 0.84 eV
**SMILES**: C=CCSP(O)CC
**Frontier orbital gap**: 0.34724 hartree

Last columns: bonded neighbours and bond lengths (Å).
Element x y z (Å)
1 C -3.046 0.978 1.096  C2 1.352, H9 1.103, H10 1.085
2 C -3.009 0.233 -0.031  C1 1.352, C3 1.442, H11 1.086
3 C -2.055 -0.818 -0.286  C2 1.442, S4 1.956, H12 1.103, H13 1.173
4 S -0.534 0.038 -1.169  C3 1.956, P5 2.162
5 P 0.798 -0.397 0.478  S4 2.162, O6 1.631, C7 1.898
6 O 0.649 0.892 1.466  P5 1.631, H14 0.958
7 C 2.494 0.158 -0.169  P5 1.898, C8 1.512, H15 1.140, H16 1.005
8 C 3.200 -0.746 -1.153  C7 1.512, H17 1.052, H18 1.078, H19 1.140
9 H -3.813 1.770 1.063  C1 1.103
10 H -2.427 0.902 1.984  C1 1.085
11 H -3.659 0.648 -0.796  C2 1.086
12 H -1.584 -1.327 0.573  C3 1.103
13 H -2.394 -1.683 -1.002  C3 1.173
14 H -0.139 0.819 2.008  O6 0.958
15 H 2.417 1.212 -0.597  C7 1.140
16 H 2.981 0.386 0.681  C7 1.005
17 H 3.221 -0.387 -2.142  C8 1.052
18 H 4.223 -0.917 -0.861  C8 1.078
19 H 2.678 -1.760 -1.143  C8 1.140

Question: of the structures shown, which is the most stable? Reply: <ii>.